[1]
67
Properties=species:S:1:pos:R:3 method="wB97M-V/def2-TZVPD" total_charge=+1 e_homo_ev=-8.6 molar_mass_g_mol=409.6 gap_ev=4.399 e_tot_ha=-1272.4945 e_lumo_ev=-4.2 e_above_lowest_kj_mol=416.6
C 2.973 -1.114 4.001
O 2.567 -1.531 2.675
C 1.322 -2.031 2.565
O 0.479 -2.011 3.458
C 1.067 -2.614 1.175
C 1.725 -3.993 1.098
C 0.684 -4.934 1.698
C -0.672 -4.270 1.445
N -0.356 -2.910 1.042
C -1.318 -2.002 0.864
C -0.948 -0.580 1.042
C -2.097 0.421 1.020
C -3.350 -0.227 1.590
C -3.798 -1.415 0.750
C -2.721 -2.502 0.826
H 3.783 -0.406 3.834
H 2.145 -0.649 4.546
H 3.335 -1.997 4.537
H 1.439 -1.902 0.419
H 1.901 -4.246 0.050
H 2.691 -4.004 1.599
H 0.708 -5.928 1.248
H 0.836 -5.024 2.781
H -1.251 -4.783 0.666
H -1.285 -4.273 2.362
H -0.572 -0.568 2.073
H -1.832 1.284 1.653
H -2.289 0.801 0.003
H -3.122 -0.619 2.582
H -4.139 0.509 1.705
H -4.757 -1.800 1.120
H -3.962 -1.159 -0.302
H -2.824 -3.211 -0.010
H -2.952 -3.073 1.740
C 0.303 3.093 -5.832
C -0.918 2.187 -5.724
C -0.780 1.089 -4.672
N -0.189 1.534 -3.408
C -0.250 0.733 -2.333
C 0.570 0.956 -1.206
C 0.353 0.664 0.148
C 0.835 1.557 1.179
C 0.973 1.227 2.558
C 1.413 2.153 3.503
C 1.747 3.454 3.116
C 1.604 3.820 1.767
C 1.188 2.891 0.817
C 0.739 2.649 -3.346
C 0.633 3.683 -4.471
H 1.158 2.524 -6.214
H 0.110 3.910 -6.535
H -1.799 2.796 -5.494
H -1.110 1.723 -6.694
H -1.779 0.672 -4.464
H -0.169 0.273 -5.108
H -0.958 -0.101 -2.383
H 1.561 1.383 -1.408
H 0.164 -0.444 0.303
H 0.767 0.222 2.901
H 1.513 1.871 4.554
H 2.154 4.182 3.823
H 1.836 4.833 1.425
H 1.117 3.162 -0.243
H 0.593 3.175 -2.389
H 1.773 2.263 -3.320
H 1.584 4.224 -4.515
H -0.142 4.406 -4.189



[2]
121
Properties=species:S:1:pos:R:3 method="wB97M-V/def2-TZVPD" total_charge=0 e_homo_ev=-8.6 molar_mass_g_mol=767.7 smiles="BCCC(F)(F)F.CN(C)C=O.CN(C)C=O.CN(C)C=O.CN(C)C=O.CN(C)C=O.CN(C)C=O.CN(C)C=O.CN(C)C=O.CN(C)C=O" gap_ev=9.146 e_tot_ha=-2678.8817 e_lumo_ev=0.5
B 0.069 0.102 -4.467
C 0.036 -1.342 -3.857
C 1.345 -1.580 -3.062
C 2.298 -2.598 -3.662
F 1.844 -3.229 -4.756
F 2.614 -3.559 -2.758
F 3.477 -2.025 -4.013
H 0.060 0.303 -5.644
H 0.128 0.965 -3.659
H -0.161 -2.129 -4.581
H -0.791 -1.340 -3.141
H 1.118 -1.896 -2.049
H 1.907 -0.651 -2.970
C -0.623 1.665 -0.541
O -0.391 1.111 -1.609
N -1.618 2.533 -0.337
C -1.864 3.169 0.954
C -2.494 2.852 -1.449
H -0.011 1.486 0.358
H -2.858 2.912 1.312
H -1.791 4.249 0.858
H -1.132 2.824 1.681
H -2.989 1.952 -1.818
H -1.926 3.282 -2.275
H -3.244 3.564 -1.111
C 7.762 -3.786 -5.150
O 7.766 -2.573 -5.259
N 6.689 -4.574 -5.325
C 6.776 -6.015 -5.176
C 5.418 -3.956 -5.672
H 8.672 -4.354 -4.886
H 6.504 -6.513 -6.109
H 6.102 -6.356 -4.386
H 7.796 -6.292 -4.924
H 5.514 -3.406 -6.609
H 5.114 -3.252 -4.900
H 4.662 -4.730 -5.778
C -1.162 6.507 2.683
O -1.965 5.596 2.755
N -0.166 6.708 3.568
C 0.770 7.804 3.442
C -0.041 5.784 4.682
H -1.183 7.255 1.872
H 1.792 7.432 3.344
H 0.722 8.458 4.315
H 0.528 8.388 2.556
H 0.114 4.768 4.320
H -0.950 5.789 5.285
H 0.804 6.084 5.297
C 7.025 -2.562 0.364
O 7.886 -1.811 0.780
N 6.859 -2.896 -0.930
C 5.817 -3.799 -1.367
C 7.754 -2.330 -1.927
H 6.291 -3.047 1.031
H 6.246 -4.677 -1.858
H 5.145 -3.305 -2.071
H 5.235 -4.132 -0.508
H 8.785 -2.609 -1.706
H 7.687 -1.243 -1.923
H 7.477 -2.703 -2.906
C -4.260 3.104 4.189
O -4.016 2.548 3.131
N -5.250 3.986 4.378
C -5.500 4.589 5.669
C -6.087 4.341 3.239
H -3.668 2.914 5.102
H -6.508 4.351 6.015
H -5.401 5.676 5.614
H -4.788 4.217 6.402
H -6.571 3.464 2.826
H -5.470 4.792 2.460
H -6.846 5.050 3.560
C 10.593 -6.534 -5.563
O 9.707 -7.358 -5.419
N 11.654 -6.410 -4.745
C 12.678 -5.409 -4.959
C 11.763 -7.314 -3.613
H 10.595 -5.806 -6.391
H 13.653 -5.878 -5.106
H 12.744 -4.734 -4.103
H 12.436 -4.823 -5.844
H 11.802 -8.349 -3.953
H 10.900 -7.210 -2.956
H 12.669 -7.079 -3.060
C -5.080 3.106 9.295
O -4.837 4.259 8.995
N -4.229 2.076 9.109
C -4.569 0.719 9.478
C -2.930 2.350 8.519
H -6.036 2.801 9.751
H -3.868 0.332 10.221
H -4.546 0.063 8.605
H -5.571 0.699 9.902
H -2.372 3.057 9.133
H -3.043 2.788 7.526
H -2.374 1.420 8.439
C -9.197 2.142 1.431
O -8.490 3.039 1.857
N -9.212 1.746 0.148
C -10.036 0.650 -0.317
C -8.365 2.452 -0.802
H -9.875 1.561 2.080
H -9.416 -0.134 -0.753
H -10.739 0.993 -1.078
H -10.600 0.240 0.520
H -7.320 2.392 -0.500
H -8.652 3.505 -0.834
H -8.480 2.002 -1.781
C -6.696 -0.867 -2.708
O -7.465 0.040 -2.441
N -5.935 -1.498 -1.797
C -5.027 -2.568 -2.154
C -6.030 -1.077 -0.407
H -6.554 -1.242 -3.734
H -5.291 -3.489 -1.631
H -4.000 -2.304 -1.897
H -5.083 -2.748 -3.226
H -7.049 -1.201 -0.039
H -5.762 -0.025 -0.305
H -5.353 -1.680 0.193



[3]
24
Properties=species:S:1:pos:R:3 method="wB97M-V/def2-TZVPD" total_charge=+1 e_homo_ev=-12.7 molar_mass_g_mol=158.2 gap_ev=8.523 e_tot_ha=-480.6674 e_lumo_ev=-4.2 e_above_lowest_kj_mol=473.5
C -0.786 2.932 0.421
C 0.351 2.150 0.799
C -1.907 2.495 -0.179
C 1.280 -1.536 1.615
C 0.872 -0.086 2.043
C -2.216 1.189 -0.629
C 1.324 -1.611 0.102
C 0.516 0.941 1.333
C -1.628 0.060 -0.258
C 0.275 -1.236 -0.634
C 0.232 -1.249 -2.111
N -0.934 -0.913 0.055
H -0.762 4.005 0.543
H 1.301 2.746 0.627
H -2.554 3.394 -0.520
H 2.272 -1.773 2.100
H 0.825 0.068 3.048
H -3.116 1.102 -1.254
H 2.191 -1.947 -0.429
H -0.487 -0.538 -2.585
H 0.081 -2.321 -2.236
H 1.312 -1.022 -2.300
H 0.535 -2.052 2.170
H -1.014 -1.528 0.924



[4]
63
Properties=species:S:1:pos:R:3 method="wB97M-V/def2-TZVPD" total_charge=+3 e_homo_ev=-16.2 molar_mass_g_mol=571.8 gap_ev=6.261 e_tot_ha=-1997.2898 e_lumo_ev=-9.9 e_above_lowest_kj_mol=33.8
Tl -2.468 5.524 -0.626
P -1.337 -1.821 2.050
P 0.640 -1.185 3.152
P 1.765 -1.570 -1.111
H -1.468 6.535 -3.286
C -1.451 5.485 -2.970
C -2.597 4.709 -3.017
H -3.551 5.133 -3.345
C -2.553 -0.694 2.792
C -1.655 -3.480 2.738
C -1.852 -1.985 0.329
C 1.969 -0.085 2.614
C 0.072 -0.486 4.730
C 1.449 -2.748 3.591
C 1.839 -2.055 -2.885
C 1.954 -3.234 -0.371
C 3.505 -0.954 -0.998
H -0.459 5.054 -2.769
H -2.554 3.623 -2.886
H -2.667 0.177 2.132
H -2.245 -0.335 3.780
H -3.511 -1.221 2.882
H -1.475 -3.526 3.820
H -1.008 -4.218 2.240
H -2.702 -3.738 2.534
H -1.773 -1.030 -0.206
H -2.903 -2.313 0.329
H -1.253 -2.741 -0.194
H 2.886 -0.375 3.150
H 1.716 0.952 2.879
H 2.150 -0.156 1.532
H 0.827 -0.695 5.496
H -0.880 -0.912 5.063
H -0.041 0.600 4.621
H 2.432 -2.496 4.010
H 1.587 -3.384 2.706
H 0.862 -3.289 4.343
H 2.497 -2.930 -3.002
H 2.213 -1.209 -3.476
H 0.825 -2.298 -3.225
H 2.155 -3.963 -1.163
H 1.021 -3.503 0.139
H 2.764 -3.242 0.364
H 4.109 -1.416 -1.794
H 3.927 -1.180 -0.009
H 3.489 0.137 -1.139
C -0.263 1.196 -1.969
C 0.879 1.994 -2.132
C 1.186 2.479 -3.402
C 0.388 2.116 -4.494
C -0.723 1.280 -4.323
C -1.049 0.799 -3.054
O -0.683 0.842 -0.676
H 0.073 0.459 -0.204
H 1.494 2.237 -1.263
H 2.048 3.137 -3.528
H 0.650 2.482 -5.489
H -1.358 1.046 -5.183
H -1.897 0.134 -2.900
N -1.815 3.331 0.630
H -1.321 2.665 0.032
H -2.649 2.845 0.971
H -1.213 3.498 1.439



[5]
60
Properties=species:S:1:pos:R:3 method="wB97M-V/def2-TZVPD" total_charge=+1 e_homo_ev="-13.6 / -13.6" molar_mass_g_mol=361.3 gap_ev="10.025 / 5.142" e_tot_ha=-1471.2108 e_lumo_ev="-3.5 / -8.4" multiplicity=2 e_above_lowest_kj_mol=0.0
O -2.822 -0.509 0.117
C -1.972 -1.282 -0.177
C -0.512 -0.763 -0.381
C -0.445 0.708 -0.823
N 0.119 -0.915 0.897
H -2.166 -2.360 -0.155
H 0.071 -1.334 -1.082
H 0.065 0.854 -1.765
H 0.121 1.327 -0.128
H -1.427 1.179 -0.816
H -0.079 -0.138 1.550
H 1.134 -0.974 0.831
H -2.504 -1.256 2.552
H -1.350 -0.409 2.920
O -2.142 -0.815 3.337
H -2.686 2.294 0.970
H -1.985 3.499 1.610
O -1.803 2.613 1.273
H 3.978 1.051 0.238
H 5.288 1.111 -0.519
O 4.381 1.402 -0.602
H 1.371 -3.171 -0.702
H 0.291 -3.831 0.168
O 0.776 -3.946 -0.646
H 1.306 1.431 2.119
H 2.306 2.550 1.582
O 2.243 1.613 1.892
H -0.690 1.968 2.431
H -0.999 1.297 3.747
O -0.364 1.266 3.050
H 3.456 -0.972 1.029
H 3.957 -0.005 2.109
O 4.189 -0.395 1.263
H 1.775 0.746 -2.332
H 3.121 0.571 -1.695
O 2.430 0.050 -2.192
H -2.555 -2.664 -3.049
H -3.289 -1.335 -3.287
O -2.960 -1.915 -2.575
H 1.286 2.517 -1.213
H 1.588 3.229 -2.437
O 1.165 2.386 -2.147
H -0.262 -2.299 -4.137
H -0.136 -3.609 -3.313
O -0.737 -3.072 -3.829
H 3.313 -2.409 -0.725
H 2.506 -1.249 -1.131
O 2.541 -1.900 -0.370
H -2.149 -2.864 4.607
H -1.446 -3.445 3.294
O -2.110 -3.628 3.983
H -3.207 0.455 -1.699
H -4.734 0.573 -2.018
O -3.860 0.909 -2.276
H 3.385 2.948 -0.122
H 3.298 4.390 0.152
O 2.721 3.655 0.098
H -3.999 1.668 -0.575
H -4.553 1.203 0.776
O -4.240 2.004 0.321



[6]
7
Properties=species:S:1:pos:R:3 method="wB97M-V/def2-TZVPD" total_charge=-1 e_homo_ev=-4.3 molar_mass_g_mol=210.4 gap_ev=7.536 e_tot_ha=-3720.8887 e_lumo_ev=3.3 e_above_lowest_kj_mol=1.3
C 0.052 0.467 -0.605
O 1.088 -1.613 1.229
O -1.297 -0.910 1.456
F -1.272 0.629 -0.784
S 0.115 -0.508 1.389
Cl 0.650 2.138 -0.345
Br 0.664 -0.204 -2.340



[7]
14
Properties=species:S:1:pos:R:3 method="wB97M-V/def2-TZVPD" total_charge=-1 e_homo_ev=-3.0 molar_mass_g_mol=77.1 gap_ev=7.573 e_tot_ha=-266.2902 e_lumo_ev=4.6 e_above_lowest_kj_mol=142.8
C -1.018 2.490 -0.410
O -0.441 1.198 -0.505
H -1.591 2.973 -1.215
H -0.231 3.223 -0.190
H -1.799 2.471 0.467
N 1.452 -0.480 0.401
C 0.643 -1.638 0.629
N -0.571 -1.901 -0.191
H 2.069 -0.124 1.237
H 0.734 0.241 0.042
H 0.185 -1.376 1.652
H 1.250 -2.562 0.618
H 0.001 -1.891 -1.126
H -1.014 -0.983 -0.236



[8]
18
Properties=species:S:1:pos:R:3 method="wB97M-V/def2-TZVPD" total_charge=0 e_homo_ev=-9.3 molar_mass_g_mol=112.2 smiles=CCCS.O.O gap_ev=9.823 e_tot_ha=-670.1451 e_lumo_ev=0.5 e_above_lowest_kj_mol=48.7
C -1.422 1.038 -0.817
C -0.876 1.405 0.548
C -0.904 0.232 1.567
S 0.758 -0.013 2.236
H -1.880 1.877 -1.336
H -2.163 0.237 -0.748
H -0.677 0.608 -1.471
H 0.125 1.814 0.479
H -1.492 2.203 0.963
H -1.271 -0.668 1.079
H -1.585 0.461 2.373
H 0.769 -1.323 2.492
H 2.961 -1.216 0.460
H 2.829 -0.119 -0.627
O 2.826 -1.075 -0.488
H 0.269 -2.102 -1.639
H 1.258 -1.398 -2.497
O 0.476 -1.963 -2.574



[9]
56
Properties=species:S:1:pos:R:3 method="wB97M-V/def2-TZVPD" total_charge=+1 e_homo_ev="-10.1 / -10.1" molar_mass_g_mol=766.6 gap_ev="5.255 / 4.300" e_tot_ha=-5587.9675 e_lumo_ev="-4.8 / -5.8" multiplicity=3 e_above_lowest_kj_mol=31.5
W -0.380 -0.604 0.379
C -0.738 1.340 -3.301
C -1.726 1.901 -2.282
N -1.133 2.950 -1.456
C -1.557 4.311 -1.805
C -0.949 4.798 -3.116
C -0.308 2.707 -0.457
C 0.334 3.888 0.213
N 0.008 1.499 0.023
H -1.260 0.681 -3.993
H 0.057 0.775 -2.819
H -0.281 2.147 -3.874
H -2.124 1.124 -1.638
H -2.568 2.348 -2.806
H -1.303 4.995 -1.002
H -2.644 4.292 -1.877
H 0.141 4.776 -3.076
H -1.266 5.824 -3.298
H -1.280 4.193 -3.959
H 0.803 4.549 -0.513
H 1.091 3.566 0.925
H -0.421 4.450 0.765
H 0.750 1.657 0.691
F -0.670 -2.307 1.305
Se -1.945 0.243 2.169
C -2.676 1.694 1.353
N -3.127 2.624 0.842
S 1.638 -0.993 -1.088
C 1.699 -1.491 0.540
N 2.143 -2.680 0.974
C 1.974 -2.929 2.401
C 2.275 -1.601 3.091
S 1.825 -0.294 1.895
H 2.172 -3.455 0.327
H 2.664 -3.707 2.721
H 0.954 -3.245 2.620
H 3.338 -1.464 3.283
H 1.715 -1.461 4.011
S -6.381 -3.650 1.484
C -5.025 -3.361 0.606
S -4.415 -1.743 0.315
C -3.017 -2.439 -0.494
N -3.056 -3.714 -0.564
N -4.148 -4.247 0.027
C -4.228 -5.682 0.011
C -5.439 -6.354 -0.087
C -5.441 -7.740 -0.141
C -4.253 -8.450 -0.101
C -3.047 -7.772 -0.006
C -3.029 -6.390 0.050
S -1.767 -1.535 -1.310
H -6.367 -5.810 -0.131
H -6.382 -8.266 -0.223
H -4.266 -9.531 -0.150
H -2.116 -8.323 0.027
H -2.100 -5.844 0.123



[10]
21
Properties=species:S:1:pos:R:3 method="wB97M-V/def2-TZVPD" total_charge=+1 e_homo_ev=-14.5 molar_mass_g_mol=104.2 gap_ev=11.353 e_tot_ha=-324.8018 e_lumo_ev=-3.2 e_above_lowest_kj_mol=165.5
C 0.290 1.844 1.116
C 1.860 0.251 -0.253
N 0.779 0.579 0.513
N 2.570 1.178 -1.025
N 2.151 -1.080 -0.404
H 0.398 -0.288 0.950
H 2.234 2.033 -1.230
H 3.522 0.926 -1.229
H 1.780 -1.839 0.155
H 2.593 -1.422 -1.343
H -0.469 1.536 1.724
H -0.245 2.473 0.300
H 1.110 2.327 1.703
C -2.297 -1.752 0.221
C -2.317 -0.409 -0.513
H -3.131 -1.791 0.873
H -2.243 -2.501 -0.495
H -1.602 -1.845 0.956
H -3.281 -0.172 -0.947
H -2.144 0.295 0.372
H -1.558 -0.342 -1.444



[11]
15
Properties=species:S:1:pos:R:3 method="wB97M-V/def2-TZVPD" total_charge=0 e_homo_ev=-8.2 molar_mass_g_mol=108.2 smiles="C=CF.CSC" gap_ev=9.288 e_tot_ha=-655.8030 e_lumo_ev=1.1 e_above_lowest_kj_mol=159.5
C 1.627 0.910 -1.910
C 2.106 1.877 -2.672
C -1.758 0.243 1.974
C -0.668 -2.074 0.984
H 1.860 -0.147 -2.003
H 2.798 1.634 -3.472
H 1.826 2.912 -2.516
H -2.709 -0.281 2.111
H -1.145 0.126 2.873
H -1.967 1.303 1.830
H -0.074 -2.159 1.897
H -1.631 -2.570 1.133
H -0.144 -2.577 0.167
F 0.767 1.149 -0.903
S -0.888 -0.348 0.508